Entry 1:
ORCA calculation (the ωB97M-V functional and the def2-TZVPD basis) on a structure of composition C11H15Cl2F3N2O13Pd in a non-equilibrium geometry.

Values from the calculation:
Kohn-Sham gap (spin up / spin down), eV: 8.81 / 6.87
Energy relative to the best compared isomer or geometry (same formula, charge and spin), eV: 0.690
Highest occupied orbital energy (spin up / spin down), eV: -8.28 / -8.24
E_LUMO (spin up / spin down), eV: 0.53 / -1.38

Geometry as ORCA input:
```
! RIJCOSX wB97M-V def2-TZVPD def2/J DEFGRID3
* xyz 0 3
Pd -0.0770 -0.2300 -0.7216
Cl 0.4073 0.9939 -2.8482
Cl -0.7497 -1.4949 1.4016
F 4.8682 -1.3802 3.4262
F -5.2200 -3.4252 -3.3371
F 0.9627 5.2967 2.2269
O 3.0669 0.7960 2.3221
O -0.5411 3.8517 1.4007
O -1.8737 -2.7991 -3.4835
O 0.1435 1.7880 0.7699
O -1.7486 -1.3907 -1.7444
O 1.0175 -2.1417 -1.3079
O 2.0802 -0.3254 0.6211
O 4.0430 -0.9621 1.4372
O -2.9192 2.2237 1.3083
O 2.5746 -2.1618 -2.7844
O 0.4199 2.4890 2.8629
O -3.7277 -1.8856 -2.6834
O -2.2678 0.9343 -0.2857
N 2.0428 -2.5970 -1.7845
N -2.9983 1.7640 0.2048
C -0.2225 4.6555 2.5313
C 4.9756 -0.4924 2.4111
C -4.0897 2.2200 -0.6943
C 2.6752 -3.7291 -1.0999
C 4.4011 0.8963 2.7264
C 2.9870 -0.1643 1.3652
C -2.9279 -3.6222 -3.9602
C -0.0104 2.6255 1.5860
C -2.3990 -1.9661 -2.5444
C -4.1372 -2.6907 -3.7598
C -0.0012 3.6245 3.6090
H -4.9862 2.2800 -0.0796
H 3.1742 -3.2911 -0.2339
H -0.9292 3.3159 4.0985
H 4.4778 1.0184 3.8074
H 4.9045 1.6744 2.1513
H 3.3278 -4.2691 -1.7705
H -0.9577 5.4503 2.6302
H -4.2212 1.4968 -1.4871
H 0.7136 3.9058 4.3766
H -4.4144 -2.1969 -4.6901
H -2.8061 -3.9100 -4.9997
H 1.9001 -4.3596 -0.6691
H 6.0155 -0.5188 2.1025
H -3.8365 3.2141 -1.0518
H -3.1167 -4.5108 -3.3559
*
```


Entry 2:
ORCA calculation (the ωB97M-V functional and the def2-TZVPD basis) on a structure of composition C11H15ClCoN2O4S3.

Values from the calculation:
Kohn-Sham gap (spin up / spin down), eV: 8.38 / 8.72
Highest occupied orbital energy (spin up / spin down), eV: -8.56 / -8.90
E_LUMO (spin up / spin down), eV: -0.18 / -0.18

Geometry as ORCA input:
```
! RIJCOSX wB97M-V def2-TZVPD def2/J DEFGRID3
* xyz 0 2
Co -0.3619 -0.1906 0.9172
Cl -1.6905 -0.9861 2.5127
S -2.4763 0.9097 -0.1399
S -0.0528 1.7906 2.0577
S 0.7259 0.8216 -0.9797
O 1.6877 -0.5923 1.3773
O 3.3159 -4.4647 -0.2323
O 1.8884 -5.7177 -1.3853
O 3.2340 -2.1676 0.9577
N -0.9301 -2.7852 -0.6086
N -0.1564 -1.9185 0.0491
C -2.6721 2.1166 1.1865
C 2.1307 -4.7211 -0.7489
C 2.1009 -1.6819 0.8860
C 1.3619 2.4534 1.1518
C 1.2121 2.4571 -0.3621
C -1.8295 1.9044 -1.5069
C 1.0486 -2.4590 0.1282
C 1.0569 -3.7085 -0.5213
C -0.6038 1.2386 -2.1295
C -0.2360 -3.8801 -0.9663
C -1.4126 2.8858 1.5738
H -0.2026 1.8492 -2.9396
H 2.1681 1.7825 1.4521
H -1.6473 3.5256 2.4250
H -0.8796 0.2768 -2.5677
H -3.4703 2.8170 0.9393
H 0.4722 3.1868 -0.6896
H -1.5891 2.9041 -1.1486
H -1.0757 3.5419 0.7720
H -3.0090 1.5028 2.0241
H 3.3313 -3.5840 0.2552
H 1.5995 3.4530 1.5182
H -2.5979 2.0223 -2.2712
H 2.1617 2.7350 -0.8198
H -1.9201 -2.6139 -0.6705
H -0.6822 -4.7039 -1.4959
*
```


Entry 3:
ORCA calculation (the ωB97M-V functional and the def2-TZVPD basis) on a structure of composition C11H15ClEuI2N2OPS in a non-equilibrium geometry.

Values from the calculation:
Kohn-Sham gap (spin up / spin down), eV: 4.61 / 6.68
Highest occupied orbital energy (spin up / spin down), eV: -14.54 / -14.57
E_LUMO (spin up / spin down), eV: -9.92 / -7.89

Geometry as ORCA input:
```
! RIJCOSX wB97M-V def2-TZVPD def2/J DEFGRID3
* xyz 2 7
Eu -0.2652 0.4402 -0.2153
I -1.1878 1.4262 4.4437
I -1.0491 3.9196 3.1483
Cl -0.4213 2.6382 -1.4819
S -4.9980 -0.4990 0.1529
P 2.3562 0.6541 0.2598
O 0.4857 -2.9746 1.7038
N -3.0473 0.9935 1.4298
N -2.4149 -0.5851 -0.1881
C -2.1131 -2.1423 -2.1034
C -2.9056 -1.4393 -1.1668
C 2.4756 2.2723 1.1221
C 3.1250 0.9608 -1.3816
C -4.1432 -3.1103 -2.9441
C 0.4845 -1.9571 1.1706
C -3.3601 0.0475 0.5346
C -4.3019 -1.5411 -1.1152
C -4.9395 -2.3971 -2.0179
C 3.4535 -0.4797 1.1363
C -2.7597 -2.9945 -2.9978
H -2.1895 -3.5770 -3.7457
H 3.5239 2.6091 1.1305
H -6.0169 -2.4547 -1.9380
H 1.8332 3.0079 0.6088
H 3.0581 -0.6381 2.1485
H 2.0708 2.1788 2.1420
H 3.4480 -1.4474 0.6170
H 4.1409 1.3643 -1.2566
H -2.0959 1.3149 1.6759
H -3.7818 1.3584 2.0386
H 4.4675 -0.0620 1.1730
H -4.6644 -3.7734 -3.6359
H -1.0032 -2.0163 -2.1098
H 2.4938 1.6613 -1.9553
H 3.1517 0.0136 -1.9439
*
```


Entry 4:
ORCA calculation (the ωB97M-V functional and the def2-TZVPD basis) on a structure of composition C11H15CoNO5.

Values from the calculation:
Kohn-Sham gap (spin up / spin down), eV: 8.64 / 6.81
Energy relative to the best compared isomer or geometry (same formula, charge and spin), eV: 0.000
Highest occupied orbital energy (spin up / spin down), eV: -12.75 / -12.78
E_LUMO (spin up / spin down), eV: -4.10 / -5.97

Geometry as ORCA input:
```
! RIJCOSX wB97M-V def2-TZVPD def2/J DEFGRID3
* xyz 1 5
Co 1.0005 -0.1384 0.2148
O 3.6266 0.2773 -3.0229
O -1.8402 -1.5087 -2.1421
O 0.0997 1.2458 -1.0197
O 2.8220 0.1901 -1.0039
O -0.1319 -1.3068 -0.7178
N 3.1186 -0.2227 -2.1028
C -0.6079 0.9023 -3.3157
C -0.0105 -1.2808 2.3000
C -0.9681 0.6683 -1.8608
C 0.1163 1.1535 2.2658
C 1.3912 -1.3197 2.2603
C -2.2887 1.3070 -1.4772
C 1.5120 1.1082 2.2119
C -1.0131 -0.8471 -1.5722
C -0.6284 -0.0229 2.3025
C 2.1495 -0.1416 2.2247
C -0.8166 -2.5406 2.3032
H -1.3631 0.4413 -3.9490
H 1.8960 -2.2775 2.2442
H -0.3912 2.1093 2.2637
H -2.2692 2.3793 -1.6883
H -3.0862 0.8555 -2.0630
H 3.2296 -0.2028 2.2021
H -0.9531 -2.8900 3.3286
H -0.5653 1.9713 -3.5284
H 0.3560 0.4534 -3.5582
H -1.7979 -2.3782 1.8625
H -2.5140 1.1457 -0.4211
H -0.1440 2.1455 -0.7754
H -0.3145 -3.3242 1.7392
H -1.7097 0.0301 2.3118
H 2.0954 2.0182 2.1832
*
```


Entry 5:
ORCA calculation (the ωB97M-V functional and the def2-TZVPD basis) on a cluster of 2 separate species, C11H15FN5O2 in total.

Values from the calculation:
Kohn-Sham gap, eV: 6.51
Energy relative to the best compared isomer or geometry (same formula, charge and spin), eV: 0.000
Highest occupied orbital energy, eV: -11.63
E_LUMO, eV: -5.11

Geometry as ORCA input:
```
! RIJCOSX wB97M-V def2-TZVPD def2/J DEFGRID3
* xyz 1 1
F 3.1476 -0.0605 -1.0505
O -1.8529 0.4075 2.4652
O -3.5714 1.8528 2.9414
N -2.0763 0.6584 1.1788
N -3.0907 0.9375 3.3812
N -1.4255 1.6580 0.4899
N -2.7827 0.5861 -0.8966
N -3.6394 -1.0182 0.6491
C 3.2089 -1.9044 -2.5116
C -1.8876 1.5555 -0.7470
C -2.8871 0.0216 0.3056
C 0.6576 -2.6081 -1.6463
C 2.5435 -1.1567 -1.5631
C 1.3044 -3.3809 -2.5993
C 1.0159 2.0324 0.8802
C -0.4222 2.5422 1.0897
C 1.2803 -1.4857 -1.1176
C 2.5776 -3.0273 -3.0269
C 1.7211 1.6541 2.1796
H 4.1977 -1.6087 -2.8337
H 1.3714 0.6772 2.5188
H -0.5770 3.5191 0.6407
H 2.7876 1.5379 2.0052
H 0.9609 1.1416 0.2546
H 0.7965 -0.8759 -0.3662
H -0.3352 -2.8798 -1.3118
H -0.6529 2.6133 2.1501
H 1.5444 2.3710 2.9799
H 3.0858 -3.6298 -3.7674
H -1.5589 2.2098 -1.5383
H 0.8200 -4.2569 -3.0078
H 1.5702 2.7709 0.3043
H -3.7054 -1.3194 1.6053
H -4.1466 -1.5322 -0.0505
*
```


Entry 6:
ORCA calculation (the ωB97M-V functional and the def2-TZVPD basis) on a structure of composition C11H15FNOP in a non-equilibrium geometry.

Values from the calculation:
Kohn-Sham gap, eV: 8.32
Energy relative to the best compared isomer or geometry (same formula, charge and spin), eV: 0.332
Highest occupied orbital energy, eV: -7.95
E_LUMO, eV: 0.37

Geometry as ORCA input:
```
! RIJCOSX wB97M-V def2-TZVPD def2/J DEFGRID3
* xyz 0 1
P 0.2460 0.8747 1.2135
F -2.4700 0.4311 -3.5407
O -2.3387 0.8507 1.2959
N -2.7090 1.0903 -0.9507
C -1.5480 0.6176 -1.5318
C 2.1300 -0.9750 -3.4276
C -0.2285 -0.3464 -3.3049
C -1.3670 0.2327 -2.7795
C 0.2502 -0.8039 3.4480
C 0.4232 -0.7579 1.9757
C 0.9409 0.4529 4.1470
C 0.0206 0.2198 -0.5054
C 0.9198 -0.5611 -2.6476
C -3.0054 1.2519 0.3620
C 0.9929 -0.2665 -1.2793
H 0.6713 1.2694 3.5346
H 1.3564 -1.2124 1.6054
H -3.8261 1.9591 0.6551
H -0.1270 -0.4553 -4.3212
H -0.3422 -1.4333 1.5496
H -3.2729 1.5208 -1.6871
H 0.3579 0.5940 5.0413
H -0.7443 -0.8298 3.7051
H 0.6302 -1.7468 3.8499
H 3.0116 -1.4916 -2.9315
H 1.7395 1.1646 1.0580
H 1.9181 -0.2788 -0.7110
H 1.8074 -1.6978 -4.3452
H 2.6128 -0.1411 -3.8225
H 1.9505 0.4683 4.3449
*
```


Entry 7:
ORCA calculation (the ωB97M-V functional and the def2-TZVPD basis) on a structure of composition C11H15IN5O3Rh.

Values from the calculation:
Kohn-Sham gap, eV: 9.57
Energy relative to the best compared isomer or geometry (same formula, charge and spin), eV: 0.000
Highest occupied orbital energy, eV: -15.57
E_LUMO, eV: -5.99

Geometry as ORCA input:
```
! RIJCOSX wB97M-V def2-TZVPD def2/J DEFGRID3
* xyz 2 1
I -0.8706 -2.8121 -0.2499
Rh 0.1778 -0.5553 1.3518
O 2.1288 -1.0109 1.9541
O 0.0115 5.8494 1.4365
O -0.0898 3.5431 1.2284
N -0.6317 -0.5979 3.2229
N 3.8481 0.1134 -0.8745
N 1.7877 -0.0482 -0.0146
N 2.0528 0.9100 -2.1509
N -1.6216 -0.1195 0.4833
C 4.9161 0.4314 -1.8161
C -0.0390 4.7059 1.3331
C -2.3101 1.0317 0.5307
C -3.3276 -1.0836 -0.8854
C 4.0444 -0.5172 0.4260
C -4.0486 0.1010 -0.8126
C -2.1206 -1.1415 -0.2230
C 0.0009 0.6315 2.9540
C -3.5291 1.1734 -0.1027
C 2.6218 -0.5674 0.8957
C 2.5534 0.3493 -1.0648
H 4.4750 -1.5173 0.3434
H -5.0038 0.1835 -1.3137
H 0.9394 0.7940 3.4688
H 2.6369 1.1948 -2.9197
H -3.6918 -1.9370 -1.4392
H 4.6689 0.0847 1.0892
H -0.1804 -1.2406 3.8651
H -1.6411 -0.6127 3.3126
H -0.6481 1.4923 2.8669
H 1.0625 1.0734 -2.2141
H 5.8650 0.1507 -1.3687
H 4.9416 1.5016 -2.0229
H 4.7961 -0.1304 -2.7428
H -4.0585 2.1130 -0.0391
H -1.8507 1.8461 1.0724
*
```


Entry 8:
ORCA calculation (the ωB97M-V functional and the def2-TZVPD basis) on a cluster of 2 separate species, C11H15N in total in a non-equilibrium geometry.

Values from the calculation:
Kohn-Sham gap, eV: 8.91
Energy relative to the best compared isomer or geometry (same formula, charge and spin), eV: 2.007
Highest occupied orbital energy, eV: -7.96
E_LUMO, eV: 0.96
SMILES string: Cc1c[nH]c2ccccc12.CC

Geometry as ORCA input:
```
! RIJCOSX wB97M-V def2-TZVPD def2/J DEFGRID3
* xyz 0 1
N 1.3547 0.3164 -3.4566
C 0.0545 -1.0417 -2.1648
C 1.1558 0.9456 -2.2254
C 0.1100 0.6110 -0.0567
C -1.8411 -1.0462 3.9042
C 0.3881 0.0859 -1.3710
C 1.5955 2.2429 -1.8060
C 0.5732 1.7902 0.3280
C 1.3594 2.6296 -0.5225
C 0.6811 -0.9356 -3.3882
C -0.8538 -2.1195 -1.7724
C -0.6346 -0.1620 3.6725
H 0.8734 -1.3226 -4.3772
H -0.6414 0.9652 3.9273
H 2.0762 0.7297 -4.0762
H 1.5590 3.6573 -0.1983
H -1.6566 -2.1475 4.0259
H -0.2340 -0.2251 2.6794
H -0.4127 -3.0869 -1.3331
H -0.2790 -0.1513 0.6331
H 2.4210 2.7650 -2.2650
H -1.5453 -2.4962 -2.5849
H 0.2202 -0.5629 4.3312
H 0.3396 2.2258 1.3914
H -1.6608 -1.8101 -1.0748
H -2.4145 -0.8883 4.7618
H -2.5877 -0.9685 3.0183
*
```